No. 1
The following is a DFT calculation (ωB97M-V/def2-TZVPD) of the ion C2H2NO3S with charge +1 at a distorted geometry.

The value obtained for the energy is -755.59095 a.u. Its charge is +1. As for the highest occupied orbital energy (alpha / beta): -15.7 / -15.7 eV. The energy above the lowest of the compared OMol25 structures with the same formula, charge and spin comes out at 180.6 kJ/mol. The spin multiplicity is 1.

Last column: Mulliken charge in e.
CARTESIAN COORDINATES (ANGSTROEM)
C1 -0.39951 -0.69679 -0.08931  -0.2318
C2 -0.69944 0.71724 0.14809  0.7608
N1 2.32484 -0.43735 -0.20393  0.4563
O1 3.20970 0.16064 0.25433  -0.1090
O2 0.14498 1.54841 0.29733  -0.4581
O3 -1.91195 1.05640 -0.12787  -0.4107
S1 1.06812 -1.34655 0.11664  0.2711
H1 -1.12850 -1.37704 -0.49867  0.3541
H2 -2.60823 0.37503 0.10340  0.3673

No. 2
The following is a DFT calculation (ωB97M-V/def2-TZVPD) of the molecule C6H16P4 at a distorted geometry.

The value obtained for the energy is -1603.45090 a.u. As for the highest occupied orbital energy (alpha / beta): -7.3 / -7.2 eV. The energy above the lowest of the compared OMol25 structures with the same formula, charge and spin comes out at 239.5 kJ/mol. The spin multiplicity is 1.

Last column: Mulliken charge in e.
CARTESIAN COORDINATES (ANGSTROEM)
C1 0.04396 -1.09091 -0.48205  -0.4344
C2 -1.41440 -1.34204 0.00772  -0.8369
C3 0.12950 0.28912 -1.26569  0.6354
C4 0.41434 1.39942 -0.26540  -0.6294
C5 1.19917 0.31093 -2.34792  -1.6061
C6 -0.00539 2.83059 -0.41741  -1.3636
P1 -2.06223 0.06526 1.03778  0.0115
P2 -0.67968 1.51284 3.53978  -0.1354
P3 0.96394 -1.17380 2.75356  -0.1846
P4 -1.16506 -0.52526 2.86496  0.0311
H1 0.75506 -0.92785 0.30888  -0.0348
H2 0.42172 -1.95562 -1.04700  0.3533
H3 -2.14475 -1.65507 -0.75797  0.4310
H4 -1.47762 -2.22492 0.71938  0.4250
H5 -0.82943 0.68321 -1.69772  0.2612
H6 1.05000 1.18332 0.55237  0.5559
H7 2.11450 0.01406 -1.79796  0.3761
H8 1.51755 1.29406 -2.74565  0.3559
H9 0.97129 -0.41748 -3.07732  0.4177
H10 0.57216 3.25824 0.26450  0.5147
H11 -1.11856 2.93122 -0.17058  0.2085
H12 0.06145 3.26119 -1.39670  0.3534
H13 -1.89802 1.90805 3.37756  0.0181
H14 -0.99816 1.61539 4.91610  0.0813
H15 1.21047 -1.18561 4.13291  0.1316
H16 0.54361 -2.42932 2.74141  0.0636

No. 3
The following is a DFT calculation (ωB97M-V/def2-TZVPD) of a cluster of 2 separate species, C4H12OS2 in total at a distorted geometry.

The value obtained for the energy is -1031.18765 a.u. As for the highest occupied orbital energy: -8.4 eV. The energy above the lowest of the compared OMol25 structures with the same formula, charge and spin comes out at 79.2 kJ/mol. The spin multiplicity is 1.

Last column: Mulliken charge in e.
CARTESIAN COORDINATES (ANGSTROEM)
C1 -1.52447 -0.51528 -3.69811  -1.0948
C2 -0.90706 0.07276 -2.37079  -0.3693
S1 -2.06240 0.65562 -1.15381  -0.1132
S2 -1.25762 2.38249 -0.34732  -0.1226
C3 -0.93494 1.79602 1.38417  -0.5050
C4 0.24395 0.81455 1.44356  -0.7547
H1 -0.71588 -0.24369 -4.36673  0.3212
H2 -1.60398 -1.60614 -3.69999  0.2933
H3 -2.36870 -0.04318 -4.19294  0.3380
H4 -0.11045 -0.60366 -2.03471  0.3485
H5 -0.36027 0.95299 -2.69574  0.2783
H6 -1.80831 1.24683 1.74209  0.2678
H7 -0.93046 2.65506 2.05629  0.3913
H8 1.12711 1.40608 1.67281  0.2682
H9 0.02386 0.00235 2.12425  0.2815
H10 0.42538 0.33957 0.47453  0.1719
O1 3.90320 -3.05718 4.57628  -0.6406
H11 4.34249 -3.85165 4.85153  0.3189
H12 4.51854 -2.40354 4.23464  0.3215

No. 4
The following is a DFT calculation (ωB97M-V/def2-TZVPD) of a cluster of 2 separate species, C4H11NO3 in total at a distorted geometry.

The value obtained for the energy is -439.42213 a.u. As for the highest occupied orbital energy: -8.6 eV. The energy above the lowest of the compared OMol25 structures with the same formula, charge and spin comes out at 272.5 kJ/mol. The spin multiplicity is 1.

Last column: Mulliken charge in e.
CARTESIAN COORDINATES (ANGSTROEM)
C1 -1.04307 0.33815 -1.23848  -0.8151
N1 -0.19014 1.20399 -0.37131  -0.3290
C2 -0.20623 0.83447 1.03674  0.0258
C3 -1.55811 1.22270 1.65284  -0.1382
O1 -2.38465 1.88936 1.09058  -0.4712
C4 0.21028 -0.65092 1.16112  -0.4354
O2 0.16620 -1.05523 2.54504  -0.5239
H1 -0.41064 -0.45964 -1.61905  0.2669
H2 -1.80011 -0.09137 -0.57663  0.2726
H3 -1.43588 0.89593 -2.06805  0.3322
H4 -0.26922 2.17210 -0.62441  0.2613
H5 0.60844 1.41491 1.52222  0.2598
H6 -1.76234 0.90917 2.69811  0.3927
H7 1.28609 -0.61257 0.92412  0.3407
H8 -0.50566 -1.29838 0.67628  0.2421
H9 1.02446 -1.37846 2.77080  0.3189
O3 3.75255 -2.67966 -4.56201  -0.6410
H10 4.25602 -2.30556 -3.83191  0.3220
H11 4.19021 -3.37867 -5.02439  0.3189

No. 5
The following is a DFT calculation (ωB97M-V/def2-TZVPD) of a structure of composition C38H39GeN5O2Ru at a distorted geometry.

The value obtained for the energy is -4067.43184 a.u. As for the highest occupied orbital energy: -6.1 eV. The energy above the lowest of the compared OMol25 structures with the same formula, charge and spin comes out at 42.5 kJ/mol. The spin multiplicity is 1.

Last column: Mulliken charge in e.
CARTESIAN COORDINATES (ANGSTROEM)
Ru1 -0.10886 0.29983 -1.54463  0.7892
N1 -0.86428 -0.79565 -3.22294  -0.3209
C1 -2.31605 -0.76052 -2.89312  1.7272
C2 -3.23009 -1.68473 -3.70813  -1.3903
C3 -4.71759 -1.50121 -3.38238  -0.5140
C4 -5.15619 -1.76552 -1.94128  -1.0539
N2 -4.46351 -1.01661 -0.89251  0.2465
C5 -4.48785 0.29336 -0.68610  0.3099
N3 -3.68890 0.82949 0.24119  -0.2427
N4 -5.36174 1.07476 -1.34425  -0.4108
C6 -2.70136 0.75805 -2.84996  0.9603
O1 -3.58405 1.21903 -3.57637  -0.7581
O2 -2.00562 1.39047 -1.99816  -0.6140
H1 -0.66337 -0.41813 -4.14235  0.2245
H2 -0.50593 -1.74234 -3.17784  0.2809
H3 -2.31650 -1.11228 -1.85660  -1.0448
H4 -2.94022 -2.72425 -3.51250  0.3515
H5 -3.07900 -1.50980 -4.77673  0.3382
H6 -5.30867 -2.19378 -3.98917  0.4539
H7 -4.98964 -0.49625 -3.68845  0.2704
H8 -4.99480 -2.80876 -1.66817  0.4404
H9 -6.23118 -1.58531 -1.85029  0.2735
H10 -3.74224 -1.52012 -0.38945  -0.2888
H11 -2.85007 0.31284 0.49359  -0.0506
H12 -3.49925 1.81510 0.14519  0.3636
H13 -5.67223 0.72853 -2.23637  0.2348
H14 -5.12783 2.05376 -1.37956  0.3143
N5 -0.54132 0.10945 0.37021  0.3002
C7 -0.89985 -0.65942 1.31872  -1.7539
C8 -0.53578 -0.37152 2.75076  0.8800
C9 -0.22964 0.93772 3.11448  -0.3324
C10 0.14145 1.24326 4.41109  -0.7938
C11 0.22460 0.24060 5.36773  -0.5728
C12 -0.06699 -1.06893 5.01548  -0.8583
C13 -0.44922 -1.37125 3.71705  -0.1828
C14 -1.67704 -1.93131 1.08319  0.6679
C15 -2.79159 -2.27238 1.85433  0.5394
C16 -3.54522 -3.40299 1.55606  -0.9251
C17 -3.17951 -4.21893 0.49396  -0.6945
C18 -2.05471 -3.90364 -0.25944  -0.7600
C19 -1.30957 -2.77067 0.03053  -0.2826
H15 -0.27829 1.70507 2.35293  0.1890
H16 0.37257 2.26740 4.67693  0.3914
H17 0.51892 0.47913 6.38152  0.3866
H18 0.00877 -1.86070 5.74972  0.4094
H19 -0.65536 -2.40018 3.45026  0.4495
H20 -3.06916 -1.64577 2.69421  0.4600
H21 -4.41039 -3.64790 2.15915  0.4031
H22 -3.75655 -5.10621 0.26656  0.4387
H23 -1.74939 -4.55439 -1.07043  0.4695
H24 -0.43209 -2.50909 -0.55033  0.4942
C20 1.52020 0.45462 -1.67408  -0.7886
Ge1 2.94138 1.22632 -0.57469  1.8694
C21 2.50133 3.06969 -0.12380  0.0561
C22 1.31041 3.28633 0.56692  0.2710
C23 0.91576 4.56455 0.92548  -0.6658
C24 1.70624 5.65516 0.59140  -0.5375
C25 2.88466 5.45712 -0.11026  -0.6024
C26 3.27460 4.17365 -0.46805  -0.5366
C27 4.64842 0.94803 -1.48611  0.0113
C28 5.80855 1.66871 -1.21500  -0.1898
C29 7.00932 1.35087 -1.83284  -0.7110
C30 7.07363 0.29540 -2.72841  -0.4001
C31 5.93139 -0.44031 -3.00229  -0.6264
C32 4.73271 -0.11251 -2.38696  -0.4445
C33 2.93642 0.15429 1.06282  0.1561
C34 3.00083 -1.23502 0.96188  -0.4788
C35 2.93713 -2.03735 2.08721  -0.9203
C36 2.80780 -1.46007 3.34362  -0.4822
C37 2.74598 -0.08257 3.46144  -0.4836
C38 2.80628 0.71598 2.32684  -0.1134
H25 0.68064 2.43962 0.82353  -0.1994
H26 -0.01296 4.71040 1.46398  0.4272
H27 1.39916 6.65563 0.86724  0.3850
H28 3.50115 6.30255 -0.38788  0.3993
H29 4.18574 4.04918 -1.04202  0.3897
H30 5.79773 2.47531 -0.49053  0.3708
H31 7.89824 1.92635 -1.60754  0.3839
H32 8.01098 0.04589 -3.20869  0.3710
H33 5.97250 -1.26909 -3.69767  0.3828
H34 3.84113 -0.68071 -2.62908  0.2679
H35 3.09067 -1.70254 -0.01280  0.3321
H36 2.98484 -3.11468 1.98796  0.3989
H37 2.74824 -2.08402 4.22622  0.4169
H38 2.63494 0.37331 4.43702  0.6434
H39 2.74644 1.79259 2.43777  0.4347

No. 6
The following is a DFT calculation (ωB97M-V/def2-TZVPD) of a structure of composition C17H36BHgN3O3Ta at a distorted geometry.

The value obtained for the energy is -1294.10928 a.u. Its charge is +2. As for the highest occupied orbital energy (alpha / beta): -15.0 / -15.8 eV. The spin multiplicity is 2.

Last column: Mulliken charge in e.
CARTESIAN COORDINATES (ANGSTROEM)
N1 -1.93183 -0.66989 0.10927  -0.5186
C1 -3.00667 -1.33180 0.30643  0.9230
O1 -3.95880 -1.94527 0.63457  -0.3530
Hg1 -0.75482 3.06647 1.07210  0.6377
Ta1 -0.10337 -0.01779 -0.10443  0.3401
N2 0.10008 2.03285 -0.49911  0.0217
N3 0.81454 -1.46345 -1.01322  0.4052
C2 -0.42941 2.58838 -1.81216  0.7443
C3 0.22912 -2.46409 -1.92938  0.9417
C4 -0.12119 4.09859 -1.87891  -1.5578
C5 0.22992 1.92997 -3.02518  -1.4264
C6 -1.92873 2.33542 -1.87675  -1.3736
C7 -0.34290 -3.58122 -1.06348  -1.2450
C8 1.30981 -3.00891 -2.86181  -1.6353
C9 -0.87891 -1.83094 -2.74766  -1.5395
H1 -0.53995 4.66131 -1.03135  0.3518
H2 -0.57564 4.51539 -2.79101  0.4597
H3 0.96002 4.28069 -1.91135  0.3551
H4 1.30439 2.14820 -3.09353  0.4451
H5 -0.24151 2.36836 -3.92187  0.5541
H6 0.07288 0.84153 -3.06745  0.1701
H7 -2.17627 1.26094 -1.88266  0.2562
H8 -2.31540 2.78185 -2.80814  0.5103
H9 -2.48565 2.80255 -1.04961  0.3298
H10 0.44629 -4.03663 -0.45388  0.3624
H11 -0.78141 -4.35199 -1.71470  0.4677
H12 -1.12198 -3.19715 -0.39332  0.1278
H13 2.04459 -3.61490 -2.32126  0.3900
H14 1.82278 -2.18857 -3.37558  0.3847
H15 0.83514 -3.65004 -3.61566  0.4476
H16 -1.31234 -2.61276 -3.39091  0.5283
H17 -0.48396 -1.04476 -3.40614  0.2889
H18 -1.68747 -1.42992 -2.12357  0.2803
C10 1.60569 2.09514 -0.42983  -0.8028
H19 2.00634 1.19370 0.09058  0.3836
H20 2.05342 2.16648 -1.43283  0.2339
H21 1.95738 2.97958 0.14581  0.4304
C11 2.10429 -1.84815 -0.38540  -0.8150
H22 2.22717 -1.33774 0.57754  0.2635
H23 2.12130 -2.93328 -0.19924  0.4544
H24 2.94825 -1.57892 -1.04225  0.2726
C12 2.10892 -0.42367 4.56890  -1.8399
C13 0.70802 -0.88888 4.15117  1.2689
C14 0.32546 -2.06910 5.02297  -1.7510
O2 0.73390 -1.30360 2.79810  -0.3399
B1 0.30890 -0.17078 2.05541  1.1232
O3 -0.00653 0.94512 2.92357  -0.4606
C15 -0.30870 0.30806 4.14533  1.2009
C16 -1.76480 -0.18373 4.14267  -1.7337
C17 -0.14777 1.30272 5.27637  -1.7159
H25 2.82745 -1.23641 4.40411  0.4772
H26 2.11971 -0.18988 5.64099  0.4340
H27 2.44932 0.45883 4.01055  0.2867
H28 1.08287 -2.85627 4.92746  0.4492
H29 0.29257 -1.76045 6.07552  0.3807
H30 -0.64772 -2.48934 4.74691  0.3693
H31 -2.01302 -0.60561 5.12701  0.4374
H32 -2.43964 0.66492 3.97376  0.4501
H33 -1.96351 -0.94239 3.37330  0.2256
H34 0.87064 1.69798 5.33970  0.4055
H35 -0.83993 2.14096 5.13566  0.4714
H36 -0.39766 0.81768 6.22877  0.3654